[1]
DFT (ωB97M-V/def2-TZVPD) results for a gas-phase ion, C8H5F3NO2 (charge +1).

Atoms and positions in Å:
1 C -2.2190 1.5266 -0.5641
2 C -1.0394 1.2850 -0.5770
3 C -1.8904 -1.2360 -0.4013
4 C -3.3735 0.8201 -0.3767
5 C -3.0689 -0.4796 -0.0993
6 C -0.6183 -0.9174 -0.6593
7 C 0.0702 0.3943 -0.6084
8 C -5.2168 -0.0866 0.0992
9 N 0.8794 0.6451 0.8781
10 O -4.6981 1.1289 -0.2872
11 O -4.2563 -1.1344 0.0238
12 F 0.2116 -1.8778 -0.7893
13 F -5.6489 0.1438 1.3301
14 F -6.3078 -0.4807 -0.5708
15 H -2.1218 -2.3300 -0.3809
16 H 0.9136 0.5840 -1.2783
17 H 1.5621 -0.0051 1.2605
18 H 0.0919 0.8079 1.4452
19 H 1.1717 1.6216 0.8045

Values from the calculation:
Total charge: +1
Energy in hartree: -812.2621
Kohn-Sham gap in eV: 8.6
Energy above the lowest of the compared OMol25 structures with the same formula, charge and spin in kJ/mol: 0.0
F_max in hartree/bohr: 0.066
Highest occupied orbital energy in eV: -12.88

natural (NBO) atomic charge list, values in e, 6 entries: C 0.078; C -0.030; C -0.270; C 0.185; C 0.273; C 0.401

=====

[2]
DFT (ωB97M-V/def2-TZVPD) results for a molecular structure, C11H16O5PYb.

Atoms and positions in Å:
1 O 1.1066 0.0236 -6.2581
2 C 0.4512 -0.1390 -5.3569
3 Yb -0.5348 -1.5663 -1.1443
4 O -2.1757 0.3048 -3.5529
5 C -1.7566 -0.4173 -2.7776
6 C -2.4998 -1.8950 0.2631
7 O -3.3428 -1.8372 1.0791
8 C 0.5900 -3.3796 -0.1011
9 O 1.3133 -4.0967 0.4353
10 C -1.5178 -3.4989 -2.3359
11 O -1.8384 -4.3703 -3.0253
12 H 0.7904 -1.9456 -2.6239
13 C 2.2694 2.0367 -0.3265
14 C 1.8207 1.2128 0.8865
15 P 0.4371 0.1879 0.4893
16 C 0.2871 -0.9324 1.9238
17 C 0.2540 -0.1591 3.2585
18 C -0.9515 1.3171 -0.0246
19 C -1.1296 2.4659 0.9915
20 H 2.5722 1.3859 -1.1501
21 H 3.1272 2.6003 0.0201
22 H 1.4915 2.7254 -0.6720
23 H 2.5831 0.4997 1.2176
24 H 1.4477 1.8091 1.7319
25 H -0.5625 -1.6306 1.8585
26 H 1.2050 -1.5585 1.9054
27 H -0.6430 0.4586 3.3185
28 H 0.2290 -0.8883 4.0697
29 H 1.1453 0.4640 3.3918
30 H -0.6842 1.7577 -1.0117
31 H -1.9087 0.8040 -0.1817
32 H -0.2240 3.0713 1.0974
33 H -1.9303 3.1240 0.6410
34 H -1.4212 2.0660 1.9634

Values from the calculation:
Total charge: +2
Multiplicity: 2
Expectation value of S²: 0.751
Energy in hartree: -2304.2592
Kohn-Sham gap (alpha / beta) in eV: 7.0 / 7.0
Energy above the lowest of the compared OMol25 structures with the same formula, charge and spin in kJ/mol: 0.0
F_max in hartree/bohr: 0.155
Highest occupied orbital energy (alpha / beta) in eV: -16.40 / -16.37

natural (NBO) atomic charge list, values in e, 6 entries: O -0.436; C 0.446; Yb 1.189; O -0.273; C 0.489; C 0.497